Record 1
{"formula": "C31H63Cl3N2O6P2S2Si2Ti", "method": "ωB97M-V/def2-TZVPD", "multiplicity": 2, "s2": 0.777, "total_charge": 1, "homo_ev": [-9.9, -9.6], "elements": ["Ti", "C", "C", "C", "O", "P", "O", "C", "P", "O", "O", "C", "C", "C", "O", "C", "C", "C", "O", "C", "C", "C", "H", "H", "H", "H", "H", "H", "H", "H", "H", "H", "H", "H", "H", "H", "H", "H", "H", "H", "H", "H", "H", "H", "H", "H", "H", "H", "H", "H", "H", "H", "C", "Si", "C", "C", "C", "C", "C", "C", "C", "C", "H", "H", "H", "H", "H", "H", "H", "H", "H", "H", "H", "H", "H", "H", "H", "H", "H", "H", "H", "H", "H", "Cl", "Si", "Cl", "Cl", "N", "C", "N", "C", "C", "C", "C", "C", "C", "S", "H", "H", "H", "H", "H", "H", "C", "S", "C", "H", "H", "H", "H", "H", "H"], "coordinates": [[11.37822, 11.71406, 9.62156], [17.07959, 11.83718, 7.97624], [17.83150, 12.15786, 9.27544], [18.41085, 10.84175, 9.84065], [17.00237, 12.75487, 10.38238], [15.84283, 12.09081, 11.20943], [15.09433, 11.09624, 10.39679], [14.91492, 13.52827, 11.70701], [13.26777, 13.96204, 10.95377], [12.33332, 12.80789, 11.16376], [13.53288, 14.26294, 9.46110], [14.26595, 15.29253, 8.66983], [14.58538, 14.70158, 7.29142], [13.37707, 16.46624, 8.53236], [12.87032, 15.33139, 11.61802], [12.11771, 15.55773, 12.87092], [11.93048, 17.10061, 12.87548], [12.81368, 14.97795, 14.10201], [16.45631, 11.38348, 12.46970], [16.53037, 11.82270, 13.86971], [17.68225, 12.75778, 13.97397], [16.69865, 10.61155, 14.72224], [17.90480, 11.60229, 7.30660], [16.69645, 12.69352, 7.51559], [16.38913, 11.00236, 8.05518], [18.52990, 12.95851, 9.05804], [17.67401, 10.07953, 9.92859], [18.88539, 11.09442, 10.77483], [19.12541, 10.48348, 9.10138], [15.66157, 14.38289, 11.65964], [14.69599, 13.43096, 12.82435], [15.19756, 15.49580, 9.26368], [13.76320, 14.72621, 6.62805], [14.85134, 13.63674, 7.30659], [15.46071, 15.29623, 6.84967], [12.34374, 16.17593, 8.21288], [13.84052, 17.04271, 7.70965], [13.31791, 17.09205, 9.40776], [11.12545, 15.12751, 12.71415], [12.83853, 17.60753, 12.58106], [11.61152, 17.44378, 13.85704], [11.14344, 17.34586, 12.14319], [13.91470, 15.15167, 13.94628], [12.61886, 13.92124, 14.26276], [12.50600, 15.57808, 14.95214], [15.54016, 12.34001, 14.02543], [18.65575, 12.24206, 13.76692], [17.62756, 13.10475, 15.00560], [17.51790, 13.59159, 13.36531], [17.62916, 10.08097, 14.47068], [15.87252, 9.91943, 14.61297], [16.81389, 10.98019, 15.77321], [8.41655, 10.24430, 11.75455], [9.10958, 10.16806, 9.94673], [9.69227, 8.41336, 9.67141], [8.60151, 7.29408, 9.71471], [10.62310, 8.14742, 10.84309], [10.53773, 8.19537, 8.38409], [7.65067, 10.92417, 8.90655], [7.96324, 10.99080, 7.43233], [6.46118, 9.95351, 9.07320], [7.25555, 12.33140, 9.41426], [7.73994, 9.45239, 11.74239], [7.82782, 11.09673, 12.08294], [9.17416, 9.94626, 12.47975], [7.85986, 7.40477, 10.51644], [9.11741, 6.35987, 9.85591], [8.05788, 7.28820, 8.82196], [10.04896, 8.02052, 11.73574], [11.33347, 8.96934, 10.92942], [11.22863, 7.21512, 10.75876], [10.11782, 8.53907, 7.38893], [10.80901, 7.16617, 8.27600], [11.52251, 8.75212, 8.55205], [8.00708, 10.00913, 6.98930], [8.88021, 11.41999, 7.11154], [7.22360, 11.58838, 6.89212], [6.72477, 8.92465, 8.87733], [5.65262, 10.17749, 8.39600], [6.08844, 10.02549, 10.08151], [7.99911, 12.99844, 9.02151], [7.09611, 12.31069, 10.47656], [6.31661, 12.61304, 8.90684], [13.75854, 9.31744, 12.33274], [13.53369, 10.06074, 10.28492], [14.45627, 8.45967, 9.26497], [12.27166, 11.35590, 7.51837], [9.28058, 13.48085, 11.64169], [9.64162, 14.18182, 10.48523], [10.30014, 13.66922, 9.47224], [10.40616, 14.56125, 8.40880], [10.98529, 14.32112, 7.17705], [10.90682, 15.39119, 6.25769], [10.22688, 16.58052, 6.48580], [9.53739, 16.76918, 7.64753], [9.64263, 15.77098, 8.60013], [8.95329, 15.72856, 10.24291], [9.25909, 12.47484, 11.57076], [8.48711, 13.83920, 12.15989], [11.56653, 13.41684, 7.00295], [11.47674, 15.31701, 5.35034], [10.13695, 17.35864, 5.76509], [8.88148, 17.63838, 7.83878], [11.12548, 11.31824, 13.96806], [12.51456, 11.11697, 14.97821], [11.95295, 11.68920, 16.59524], [10.31010, 10.65778, 14.13867], [11.52018, 11.04223, 12.98756], [10.80656, 12.34575, 13.83179], [11.75941, 12.74690, 16.67833], [12.73887, 11.38756, 17.34252], [10.92662, 11.20681, 16.82878]], "forces_ev_per_a": [[0.331, -0.096, 0.038], [1.358, -0.367, 0.983], [-1.176, -1.584, 0.274], [0.891, 1.887, -1.011], [-0.455, -0.051, -0.557], [1.513, 0.319, 0.670], [-1.287, -0.819, -0.974], [-0.375, 1.267, 1.710], [1.916, 0.317, 0.447], [-0.107, 0.114, -0.380], [-0.379, -0.656, -0.183], [0.607, -0.951, 0.544], [2.103, 0.015, 0.477], [-0.565, 0.930, -1.065], [-0.038, -0.803, -0.093], [-0.468, 0.975, -0.102], [-0.490, -0.953, -0.226], [1.062, 0.837, -1.059], [-0.483, -0.025, -0.971], [-1.026, 0.283, -0.994], [0.574, -1.010, 1.407], [0.412, -0.055, 0.899], [0.028, -0.579, -0.163], [-1.156, 1.293, -0.409], [-0.088, 0.113, -0.044], [0.333, -0.152, 0.370], [-0.828, -0.437, 0.304], [0.315, -0.433, 0.359], [0.308, -0.080, 0.226], [-1.068, -0.762, -0.164], [0.085, 0.013, -1.405], [-0.735, -0.089, -0.655], [-1.031, 0.503, -0.612], [0.204, 0.347, 0.396], [-1.278, -0.842, 0.540], [1.097, 0.206, 0.272], [-0.467, 0.145, 0.381], [0.003, 0.138, 0.375], [0.203, -0.277, 0.097], [0.304, 0.085, 0.072], [-0.009, 0.016, 0.023], [0.348, 0.031, 0.266], [-0.895, -0.195, 0.446], [0.017, -0.110, 0.011], [-0.027, -0.196, 0.254], [1.024, -0.589, 0.472], [-0.886, 0.577, 0.165], [0.576, 0.172, 0.108], [0.137, 1.354, -1.137], [-0.246, 0.222, -0.039], [-0.193, -0.031, 0.188], [-0.316, -0.539, -0.722], [1.343, 0.414, -0.516], [0.251, 2.155, 0.143], [-0.393, -1.780, -0.783], [0.620, 1.129, 1.212], [0.739, -0.587, -0.270], [0.753, 2.123, -0.218], [-0.056, -0.754, 0.287], [-0.462, 0.004, -0.644], [0.395, 0.371, 0.177], [-0.555, -1.283, -1.427], [-1.432, -1.581, 0.124], [0.225, 0.234, 0.016], [-0.061, 0.353, 0.077], [0.290, 0.071, 0.067], [0.075, -0.573, -0.043], [-0.778, -0.261, -1.528], [-0.201, 0.184, 0.855], [-0.006, -0.003, 0.452], [-0.404, 0.479, -0.347], [0.211, -0.214, 1.272], [0.072, -0.823, 0.040], [-1.168, -0.643, -0.565], [-0.298, -0.543, -0.183], [1.293, 0.702, 0.304], [-0.382, -0.211, 0.019], [0.185, -0.283, -0.012], [-0.408, 0.373, -0.317], [-0.342, -0.124, 0.463], [0.339, 0.657, 0.420], [0.058, 0.479, 0.427], [0.112, -0.079, 0.290], [-0.218, 0.356, -0.700], [1.116, -0.429, 1.021], [-0.359, 0.516, 0.049], [-0.145, -0.217, 0.192], [0.810, 1.059, -0.959], [-1.273, -1.419, 0.693], [0.615, -0.330, 0.844], [-1.867, 1.123, -0.025], [0.184, 1.402, -0.416], [0.596, -0.704, 0.172], [-0.143, -0.455, -0.210], [-0.950, 0.240, 1.558], [0.638, -1.135, 0.896], [0.246, 0.634, -0.857], [0.160, -0.267, -0.148], [0.194, 0.079, -0.217], [-0.337, 0.415, -0.192], [-0.023, -0.205, -0.415], [0.311, 0.242, -0.732], [0.642, -0.472, -0.226], [-0.021, 0.511, -1.712], [1.360, 0.032, 1.182], [-1.286, -1.326, 0.883], [-0.723, -0.440, 0.607], [-0.064, -0.117, -0.150], [-0.266, 0.266, 0.296], [0.278, 0.521, -0.213], [-0.983, 0.235, -0.693], [1.820, 0.421, -0.129]]}

---

Record 2
{"formula": "C3H8FN3", "method": "ωB97M-V/def2-TZVPD", "total_charge": 2, "homo_ev": [-19.3, -19.4], "elements": ["C", "C", "C", "N", "N", "N", "F", "H", "H", "H", "H", "H", "H", "H", "H"], "coordinates": [[-1.51405, -0.72018, -0.02353], [2.07542, -0.31005, 0.16037], [-0.41177, 1.50496, -0.39425], [-2.79020, -0.45344, 0.10920], [3.15307, -1.03637, 0.22843], [-0.60848, 0.21784, 0.10501], [2.05834, 0.89294, 0.59045], [-1.30323, -1.81673, 0.08366], [0.25651, 1.99984, 0.35783], [-1.42677, 1.85148, -0.69246], [-0.07740, 1.45150, -1.39859], [-3.43765, -1.24502, 0.17064], [-3.27293, 0.36209, 0.11669], [3.26610, -1.98087, -0.17370], [4.03304, -0.71798, 0.76025]], "forces_ev_per_a": [[-1.182, -0.094, 1.126], [2.575, -0.143, 0.592], [-0.825, -0.022, 1.215], [0.569, -4.281, -0.484], [-0.128, 0.764, 0.575], [1.037, -1.682, 0.087], [0.175, -1.176, -0.204], [0.425, 1.119, -0.539], [-1.305, 0.518, -1.323], [0.190, 0.855, 0.840], [1.243, 0.023, -1.237], [0.402, 0.129, 0.027], [-1.051, 3.601, 0.066], [-0.608, 0.463, 0.097], [-1.516, -0.073, -0.837]]}

---

Record 3
{"formula": "C8H13P", "method": "ωB97M-V/def2-TZVPD", "smiles": "C[C@@H]1C(P)=CC=C[C@@H]1C", "homo_ev": -8.2, "elements": ["C", "C", "C", "P", "C", "C", "C", "C", "C", "H", "H", "H", "H", "H", "H", "H", "H", "H", "H", "H", "H", "H"], "coordinates": [[1.14468, 0.01195, -1.67704], [0.60827, 0.47898, -0.25975], [0.94119, -0.39787, 0.99452], [2.62485, -1.29476, 0.62331], [0.06349, -0.60814, 1.97995], [-1.13083, 0.22836, 1.99173], [-1.59846, 0.85854, 0.88093], [-0.89756, 0.81232, -0.42767], [-1.65283, 0.12186, -1.54577], [0.70679, -0.84849, -2.04484], [2.27602, 0.03064, -1.67179], [0.86269, 0.87092, -2.15407], [1.09914, 1.54283, -0.07005], [2.49397, -2.64450, 1.09512], [2.99000, -0.99632, 1.85283], [0.24861, -1.32149, 2.82147], [-1.85413, 0.19914, 2.80377], [-2.55326, 1.32170, 0.95441], [-0.90551, 1.88932, -0.94741], [-2.62563, 0.45933, -1.48191], [-1.74328, -0.88089, -1.28328], [-1.09822, 0.16657, -2.43447]], "forces_ev_per_a": [[2.855, 1.377, 3.841], [0.632, 1.274, 0.695], [0.734, -1.549, -2.571], [-1.488, -0.230, -0.643], [0.747, 0.156, 0.571], [-1.703, 0.166, -1.240], [1.016, -1.020, 1.025], [0.758, 3.260, -1.344], [1.229, -0.865, 2.125], [-0.629, -1.783, -0.699], [-1.393, -0.485, -0.186], [-0.677, 1.825, -2.353], [-0.603, -2.132, -0.222], [-0.619, 0.219, -0.312], [1.404, 0.770, 2.326], [-0.098, 0.754, -0.875], [0.538, 0.007, 0.310], [-0.647, 0.438, -0.103], [0.188, -1.542, 1.676], [-2.080, 1.152, -0.821], [-0.097, -2.280, 0.257], [-0.067, 0.489, -1.458]]}

---

What did we get for E_tot? Answer: -6068.25165; -382.38726; -653.85564 hartree, in the order shown.
What did we get for energy above the lowest of the compared OMol25 structures with the same formula, charge and spin? Answer: 11.7; 103.0; 27.9 kcal/mol, in the order shown.